(1)
Entry from the Open Molecules 2025 dataset: a cluster of 7 separate species, C23H47N3O21 in total in a non-equilibrium geometry (ωB97M-V/def2-TZVPD).

```
! wB97M-V def2-TZVPD RIJCOSX def2/J DEFGRID3
* xyz 0 1
N 1.57732 -0.67261 3.24064
C 1.15521 0.54966 2.57066
N 2.37417 1.31179 2.29285
N 0.48324 0.19868 1.30974
C 0.19162 1.27694 3.54314
C -1.28820 1.25194 3.25973
C -1.92980 1.91253 2.06655
O -3.28978 1.43395 2.27331
C -3.09322 0.11552 2.57978
O -3.84441 -0.78221 2.28922
O -1.91236 -0.03893 3.21855
H 2.25158 -1.13887 2.64812
H 0.78155 -1.27982 3.39260
H 2.39419 1.64791 1.34423
H 2.53500 2.06708 2.94125
H 0.32976 1.04536 0.77024
H 1.13584 -0.34164 0.75155
H 0.48712 2.31868 3.65670
H 0.36228 0.82012 4.51552
H -1.74640 1.76762 4.11458
H -1.84217 2.98678 1.98357
H -1.62464 1.41118 1.15124
C -4.03104 -3.47308 0.81298
O -2.98375 -4.18155 0.12679
C -2.24730 -4.96672 0.90039
O -2.38523 -5.14040 2.08168
O -1.30930 -5.53843 0.13776
C -0.43602 -6.41644 0.84889
H -4.52968 -2.87244 0.05853
H -4.74338 -4.17056 1.25038
H -3.62201 -2.82184 1.57615
H -0.99457 -7.23754 1.29379
H 0.10486 -5.87651 1.62394
H 0.26440 -6.80449 0.11531
C 3.58808 -2.64769 8.38943
O 2.24799 -3.13365 8.28967
C 1.81170 -3.26691 7.03734
O 2.43915 -3.01711 6.04450
O 0.55946 -3.71813 7.08016
C -0.04669 -3.89345 5.79639
H 3.80791 -2.58817 9.45106
H 4.28205 -3.33350 7.90765
H 3.67288 -1.66083 7.93876
H 0.50778 -4.61987 5.20574
H -0.09771 -2.94528 5.26463
H -1.05044 -4.26144 5.98296
C -0.23042 -1.88655 -2.20833
O 0.39403 -1.44530 -3.42257
C 1.18146 -0.38449 -3.28687
O 1.39093 0.21282 -2.26303
O 1.68760 -0.08521 -4.48075
C 2.55230 1.05356 -4.48960
H -0.83553 -2.74693 -2.47421
H 0.52056 -2.17865 -1.47746
H -0.86521 -1.10487 -1.79588
H 3.41104 0.88794 -3.84254
H 2.01548 1.94579 -4.17200
H 2.88335 1.17094 -5.51673
C -2.20594 5.01209 -7.82109
O -1.64146 3.73448 -7.51278
C -1.78879 3.36143 -6.24452
O -2.32438 3.99359 -5.37605
O -1.23229 2.15606 -6.10682
C -1.30735 1.61789 -4.78398
H -2.01215 5.17875 -8.87596
H -3.27849 5.00962 -7.63987
H -1.73166 5.79294 -7.23018
H -2.34320 1.49094 -4.47658
H -0.78416 2.26073 -4.07767
H -0.82165 0.64720 -4.82604
C -2.55542 -2.64385 -10.89757
O -1.37805 -2.21383 -10.21303
C -1.44915 -0.97121 -9.73282
O -2.39329 -0.23367 -9.83840
O -0.30311 -0.69552 -9.12316
C -0.24228 0.61948 -8.55174
H -2.35686 -3.65857 -11.22903
H -3.41356 -2.63681 -10.22845
H -2.75392 -2.00794 -11.75805
H -1.00901 0.75596 -7.79941
H -0.34416 1.37611 -9.32764
H 0.73702 0.70645 -8.08955
C 4.94138 5.18914 5.72334
O 3.97691 5.46985 6.74116
C 2.87673 4.72657 6.67258
O 2.65027 3.87695 5.85156
O 2.07122 5.08037 7.67007
C 0.84260 4.35149 7.72195
H 5.77362 5.86177 5.90511
H 5.28004 4.15734 5.78967
H 4.52378 5.37902 4.73665
H 1.03209 3.28910 7.86148
H 0.26482 4.50888 6.81316
H 0.29723 4.74247 8.57504
*
```

For the energy, the calculation gives -2648.939708 hartree. As for the structure (SMILES): NC(N)(N)C[C@H]1COC(=O)O1.COC(=O)OC.COC(=O)OC.COC(=O)OC.COC(=O)OC.COC(=O)OC.COC(=O)OC.



(2)
Entry from the Open Molecules 2025 dataset: the ion C9H15ClN3 with charge +1 in a non-equilibrium geometry (ωB97M-V/def2-TZVPD).

```
! wB97M-V def2-TZVPD RIJCOSX def2/J DEFGRID3
* xyz 1 1
C -2.15830 1.93546 -1.20399
C -1.35156 0.92870 -2.05270
C -2.49111 1.51801 0.04296
C -1.61444 -0.48481 -1.38627
C 0.25903 -0.63012 2.00181
C 0.79953 -1.79514 -0.11860
C 1.37246 0.46801 1.69520
C 1.89155 -0.68893 -0.34343
C -1.19197 -0.35757 0.07944
N -1.87828 0.49284 0.77976
N -0.27407 -1.12165 0.73270
N 2.40917 -0.20386 0.92119
Cl 0.38441 1.39915 -2.25208
H -2.45133 2.93312 -1.55446
H -1.87478 0.91382 -2.99475
H -3.13155 2.16183 0.61072
H -2.65611 -0.72925 -1.44739
H -1.14680 -1.22473 -2.10459
H 0.77875 -1.48896 2.54466
H -0.41901 -0.11022 2.58333
H 0.55862 -1.97908 -1.10733
H 1.32850 -2.59206 0.50503
H 0.76373 1.22416 1.11107
H 1.77759 0.89627 2.60841
H 2.69688 -1.02831 -0.93922
H 1.43759 0.12791 -0.88866
H 3.25275 0.34868 0.77320
H 2.92875 -0.91329 1.40400
*
```

For the energy, the calculation gives -976.086111 hartree. As for the structure (SMILES): Cl[C@@H]1C=CN=C(N2CC[NH2+]CC2)C1. The calculation puts the relative energy (zero: lowest compared OMol25 entry of this formula, charge and spin) at 0.1070 eV.



(3)
Entry from the Open Molecules 2025 dataset: an isolated molecule of C4H11NO2 in a non-equilibrium geometry (ωB97M-V/def2-TZVPD).

```
! wB97M-V def2-TZVPD RIJCOSX def2/J DEFGRID3
* xyz 0 1
C -1.21903 0.47538 0.45382
O -1.82921 1.19493 1.56457
C 0.27590 0.44408 0.56758
C 0.87442 -0.43315 -0.59136
C 0.45609 -0.07587 -1.99404
O 0.67229 -1.83327 -0.33642
N 0.75576 -0.09223 1.80408
H -1.71114 0.98973 -0.36778
H -1.59740 -0.55182 0.50180
H -1.20740 1.75095 2.03178
H 0.70783 1.44543 0.43019
H 1.95714 -0.33831 -0.45883
H 0.68037 -0.85568 -2.71547
H 0.95623 0.79544 -2.43597
H -0.59088 0.22804 -2.02280
H -0.14531 -2.06857 -0.75014
H 0.80847 -1.10244 1.71432
H 0.15587 0.02735 2.60466
*
```

For the energy, the calculation gives -364.212758 hartree. As for the structure (SMILES): C[C@H](O)[C@H](N)CO. The calculation puts the relative energy (zero: lowest compared OMol25 entry of this formula, charge and spin) at 1.5079 eV.



(4)
Entry from the Open Molecules 2025 dataset: a cluster of 2 separate species, C6H11ClSi in total in a non-equilibrium geometry (ωB97M-V/def2-TZVPD).

```
! wB97M-V def2-TZVPD RIJCOSX def2/J DEFGRID3
* xyz 0 1
C -2.98672 -1.74089 0.13032
C -0.21110 2.20054 -0.88013
C -2.33168 -0.57241 -0.03216
C 0.39938 1.20452 -0.21007
C 1.65432 1.51412 0.48531
C 0.69171 -1.97947 0.03176
Si -0.47112 -0.44732 0.01396
Cl 4.83960 0.15797 0.18161
H -4.06385 -1.70342 -0.07824
H -2.43447 -2.57827 0.51846
H -1.18427 2.21847 -1.31109
H 0.02373 3.30752 -0.84832
H -2.86204 0.36884 -0.33142
H 1.63350 1.66940 1.58505
H 2.27175 2.49105 0.21394
H 2.26800 0.64909 0.23345
H 0.92791 -2.21196 -1.03040
H 1.58548 -1.66752 0.69932
H 0.24986 -2.88028 0.62865
*
```

For the energy, the calculation gives -984.720832 hartree. The calculation puts the relative energy (zero: lowest compared OMol25 entry of this formula, charge and spin) at 4.8349 eV.